# 1
ORCA calculation (ωB97M-V/def2-TZVPD) on C16H24BrNO2 in the gas phase.

Element x y z (Å)
C: -2.7162 1.2683 1.7219
C: -1.4227 1.9813 1.3425
C: -0.2169 1.0480 1.4493
C: 1.0611 1.7934 1.0439
N: 1.0146 2.4262 -0.2551
C: 1.4947 1.6899 -1.3940
C: 0.5730 0.6236 -2.0324
O: 1.2998 -0.1855 -2.9435
C: 1.9498 -1.2954 -2.3778
C: 1.0929 -2.5727 -2.4582
O: -0.0789 -2.5187 -1.6774
C: -0.0211 -2.6091 -0.3278
C: 1.1011 -2.9021 0.4392
C: 1.0041 -2.9675 1.8200
C: -0.2013 -2.7453 2.4597
C: -1.3316 -2.4563 1.7125
C: -1.2319 -2.3885 0.3389
Br: -2.7518 -1.9713 -0.7226
C: -0.1687 3.2395 -0.4320
C: -1.4851 2.5325 -0.0827
H: -3.5557 1.9589 1.6872
H: -2.6459 0.8613 2.7286
H: -2.9198 0.4536 1.0316
H: -1.2680 2.8202 2.0324
H: -0.3711 0.1809 0.8054
H: -0.1079 0.6811 2.4725
H: 1.9184 1.1166 1.0755
H: 1.2366 2.5899 1.7795
H: 1.7526 2.4138 -2.1748
H: 2.4252 1.1980 -1.0922
H: -0.2103 1.1007 -2.6255
H: 0.1013 0.0106 -1.2602
H: 2.2365 -1.0958 -1.3378
H: 2.8571 -1.4651 -2.9666
H: 0.7270 -2.6813 -3.4817
H: 1.7006 -3.4481 -2.1975
H: 2.0526 -3.0859 -0.0349
H: 1.8879 -3.1946 2.3966
H: -0.2677 -2.7948 3.5349
H: -2.2825 -2.2762 2.1888
H: -0.1905 3.5981 -1.4626
H: -0.0614 4.1105 0.2281
H: -1.6725 1.7129 -0.7780
H: -2.3074 3.2445 -0.1736



# 2
ORCA calculation (ωB97M-V/def2-TZVPD) on 2 unconnected molecules or ions with the total composition C16H24Cl4F7N2O2 in a non-equilibrium geometry.

Charge: +1

Element x y z (Å)
C: 1.4100 -3.6662 -0.3867
C: 0.2282 -3.1871 -1.3849
N: -0.8050 -2.3746 -0.6696
C: -0.6614 -0.9117 -0.9240
C: 0.8021 -0.2661 -1.0956
C: 1.3305 0.1320 -2.5452
O: 0.5326 1.1387 -3.2156
C: 0.2712 0.8080 -4.5546
F: -0.5198 -0.3411 -4.5957
F: 1.4921 0.6731 -5.2134
F: -0.4493 1.8497 -5.1086
C: 0.6218 1.1256 -0.3157
N: -0.3102 0.7362 0.7903
O: 0.2614 -0.4056 1.3527
C: -0.5780 1.6876 1.9177
C: 0.6095 1.8330 2.9722
C: 0.5156 0.8328 4.2262
F: 1.9181 1.7623 2.4119
C: -1.4840 0.1195 0.0424
C: -2.2639 1.0013 -1.0374
C: -2.8538 2.3918 -0.4952
C: -2.1434 3.5524 -1.2925
F: -2.4093 3.6005 -2.6842
C: -1.2631 4.5054 -0.7792
F: -1.2974 5.0401 0.5028
F: -0.2629 4.9852 -1.6473
H: 2.4010 -3.7882 -0.9542
H: 1.1501 -4.6500 0.1355
H: 1.6121 -2.8440 0.3852
H: -0.2982 -4.1550 -1.7021
H: 0.6243 -2.7083 -2.3359
H: -1.7315 -2.6980 -0.9726
H: -1.0827 -0.8213 -1.9933
H: 1.6525 -0.9346 -0.7155
H: 2.3730 0.5901 -2.3958
H: 1.4356 -0.8274 -3.1444
H: 0.2629 2.0457 -0.8697
H: 1.6940 1.4097 -0.0525
H: -0.4337 -0.7228 1.9832
H: -1.4809 1.2829 2.4972
H: -0.8512 2.7088 1.5096
H: 0.5116 2.8858 3.4176
H: 1.5608 0.3647 4.3167
H: -0.1893 -0.0465 4.0540
H: 0.3383 1.3748 5.2054
H: -2.2605 -0.4557 0.6339
H: -3.1528 0.3656 -1.3865
H: -1.6666 1.2292 -1.9765
H: -3.9580 2.4177 -0.8095
H: -2.8512 2.5153 0.6290
C: 2.3303 -4.2338 3.6550
Cl: 1.9070 -2.6632 2.9361
Cl: 2.5447 -4.0430 5.4060
Cl: 1.0270 -5.3973 3.3402
Cl: 3.8395 -4.8242 2.9331



# 3
ORCA calculation (ωB97M-V/def2-TZVPD) on C16H24ClN3O3S in the gas phase in a non-equilibrium geometry.

Element x y z (Å)
C: -5.4331 -2.6199 -0.7875
C: -4.4704 -1.5067 -1.1847
N: -4.2687 -0.5846 -0.0871
C: -5.3779 0.3303 0.1713
C: -4.7960 1.7444 0.1057
C: -3.3467 1.5134 0.5180
C: -3.0259 0.1728 -0.1470
C: -1.9137 -0.6091 0.5689
N: -0.6251 0.0273 0.4319
C: 0.2517 -0.3554 -0.5194
O: 0.0993 -1.3300 -1.2245
C: 1.5144 0.4639 -0.5892
C: 2.7160 -0.2356 -0.6779
C: 3.9145 0.4405 -0.7626
S: 5.4646 -0.4753 -0.7479
O: 5.2591 -1.7608 -1.3355
O: 6.4934 0.3778 -1.2601
N: 5.7751 -0.7088 0.8762
C: 6.0985 0.4873 1.6100
C: 4.8949 -1.6364 1.5387
C: 3.9529 1.8224 -0.7858
C: 2.7688 2.5355 -0.7359
C: 1.5615 1.8566 -0.6315
Cl: 0.1126 2.8005 -0.6161
H: -6.4190 -2.2201 -0.5645
H: -5.5249 -3.3398 -1.5967
H: -5.0608 -3.1282 0.0974
H: -3.5032 -1.9475 -1.4355
H: -4.8495 -0.9919 -2.0862
H: -5.7762 0.1265 1.1723
H: -6.1860 0.1906 -0.5517
H: -4.8362 2.1227 -0.9172
H: -5.3185 2.4436 0.7556
H: -3.2814 1.4131 1.6028
H: -2.6815 2.3109 0.1927
H: -2.7059 0.3431 -1.1899
H: -1.8275 -1.6030 0.1260
H: -2.1607 -0.7100 1.6279
H: -0.4885 0.8998 0.9170
H: 2.6996 -1.3139 -0.7057
H: 6.7307 1.0973 0.9702
H: 6.6507 0.2194 2.5110
H: 5.2032 1.0558 1.8955
H: 5.3880 -2.0275 2.4290
H: 3.9443 -1.1712 1.8319
H: 4.7048 -2.4523 0.8464
H: 4.9058 2.3189 -0.8747
H: 2.7729 3.6134 -0.7816



Summary of LUMO in eV
0.783, -2.689, 0.228
(order as listed above)
Summary of frontier orbital gap in eV
8.6, 9.5, 8.7
(order as listed above)
Summary of calculated total energy in eV
-92608.3819, -93155.2059, -50952.0323
(order as listed above)